{
  "formula": "C19H29BIrN2O2",
  "method": "the ωB97M-V functional and the def2-TZVPD basis",
  "multiplicity": 6,
  "s_squared": 8.779,
  "lumo_energy_ev": [-6.8, -11.2],
  "total_charge": 2,
  "homo_lumo_gap_ev": [6.449, 3.859],
  "de_lowest_kcal_mol": 41.7,
  "elements": ["O", "C", "H", "N", "H", "C", "H", "H", "C", "H", "H", "H", "H", "H", "C", "H", "H", "C", "H", "H", "C", "C", "H", "H", "H", "C", "C", "C", "H", "C", "H", "H", "H", "H", "C", "H", "C", "C", "H", "C", "H", "C", "H", "C", "H", "N", "Ir", "H", "H", "B", "C", "O", "C", "H"],
  "coordinates": [[-0.410, -0.112, 1.659], [3.143, -2.378, 1.107], [3.073, 2.622, 1.961], [-0.255, 0.618, -2.618], [-1.548, 2.018, 2.982], [-1.557, 1.478, -4.299], [1.817, 0.984, -2.410], [-2.121, -2.236, 0.149], [0.170, 0.686, 2.711], [-4.247, 0.290, -3.606], [0.245, -0.953, 4.102], [-0.511, 1.838, 4.413], [3.888, -2.608, 0.318], [-5.667, -1.348, -2.244], [0.897, 1.181, -2.999], [1.763, 2.335, -4.569], [1.511, -2.045, -2.802], [0.518, 3.108, 1.868], [1.353, 0.353, 4.500], [3.080, 0.980, 2.633], [0.936, -0.223, 3.663], [-3.856, -0.316, -2.779], [3.550, -1.446, 1.423], [2.533, -1.867, 0.335], [1.150, -3.101, -1.379], [0.719, -2.352, -2.080], [0.859, 1.905, -4.167], [1.117, 1.712, 1.956], [1.750, -0.769, 3.179], [-2.688, -1.727, -0.643], [-1.581, 0.528, 3.932], [1.866, -4.173, 1.691], [-2.535, 1.605, -4.729], [1.400, -2.823, 2.538], [2.498, 1.903, 2.556], [-0.463, 2.688, -5.733], [-0.400, 2.071, -4.810], [2.044, -3.100, 1.740], [2.416, 2.332, 3.560], [-1.519, 0.688, -3.153], [-4.621, -2.649, -0.318], [-4.595, -1.209, -2.005], [0.528, 3.584, 2.858], [-0.930, 1.315, 3.544], [1.124, 3.733, 1.203], [-2.017, -0.853, -1.443], [-0.117, -0.730, -1.287], [1.196, -2.947, 0.960], [-0.052, -2.886, -2.684], [0.324, 0.123, 0.480], [-2.511, -0.118, -2.493], [1.281, 1.139, 0.650], [-4.034, -1.943, -0.922], [-0.513, 3.096, 1.502]]
}

***

{
  "formula": "C19H29FN2O5S",
  "method": "the ωB97M-V functional and the def2-TZVPD basis",
  "smiles": "O=C(NC[C@H]1C[C@@H]2CC[C@H]1N2C(=O)[C@H]1CCS(=O)(=O)C1)[C@@H](F)C1CCOCC1",
  "lumo_energy_ev": 0.3,
  "total_charge": 0,
  "homo_lumo_gap_ev": 10.155,
  "de_lowest_kcal_mol": 7.1,
  "elements": ["H", "C", "H", "C", "N", "H", "H", "H", "H", "C", "C", "H", "H", "H", "H", "C", "H", "C", "C", "H", "H", "H", "H", "H", "H", "H", "C", "H", "C", "C", "H", "S", "H", "C", "C", "C", "C", "H", "O", "O", "H", "H", "C", "C", "H", "H", "O", "H", "H", "C", "C", "H", "O", "N", "F", "O", "C"],
  "coordinates": [[-5.326, -0.305, 1.947], [-4.629, -2.902, -5.266], [1.330, 1.074, -2.503], [3.743, 2.570, -0.530], [-4.242, -1.396, -0.934], [-3.354, 0.870, 1.249], [-6.380, -1.143, 0.809], [-0.609, 0.832, 0.354], [-1.733, -2.938, -3.249], [-3.277, 0.284, 0.334], [2.841, 2.418, -3.234], [1.268, 2.700, -1.813], [3.465, 1.599, -3.621], [-4.853, -1.840, -5.364], [-5.250, 0.461, -0.697], [-4.962, -3.436, -3.883], [-3.712, -3.609, -2.122], [4.525, 3.050, -1.740], [-1.217, -1.070, -0.381], [3.166, 3.411, -0.128], [-2.507, -1.404, -3.728], [-4.889, -4.524, -3.886], [3.390, 0.575, -1.253], [-2.138, -1.173, 1.542], [2.253, 2.815, -4.060], [-2.845, 0.919, -0.444], [1.068, -0.205, -0.193], [-5.974, -3.161, -3.594], [2.798, 1.442, -0.939], [-2.640, -2.482, -3.640], [-0.706, -2.029, -0.287], [-2.862, -3.065, -5.321], [-5.141, -3.117, 1.041], [1.944, 1.895, -2.123], [-3.928, -2.857, -2.878], [-4.646, -0.241, -0.133], [-2.449, -1.025, 0.506], [4.425, 2.236, 0.253], [-5.138, -0.800, -2.911], [-2.258, -2.158, -6.255], [-4.053, -2.342, 2.190], [-3.027, -3.036, -0.241], [-4.489, -1.593, -2.244], [-5.341, -0.929, 1.054], [-5.052, -3.469, -6.092], [1.313, 1.820, 0.576], [-2.533, -4.466, -5.363], [-1.513, -0.960, -1.431], [5.179, 2.244, -2.106], [-3.473, -2.103, 0.092], [1.930, 0.991, 0.213], [5.151, 3.906, -1.491], [3.668, 3.475, -2.785], [-0.266, -0.038, -0.017], [2.728, 0.583, 1.279], [1.562, -1.228, -0.620], [-4.519, -2.239, 1.211]]
}

***

{
  "formula": "C19H29FN6O4",
  "method": "the ωB97M-V functional and the def2-TZVPD basis",
  "smiles": "[H]/N=C(/N)NCCCCc1ccc(F)c2c1C(=O)NC2=O.CNC(C)=O.CNC(C)=O",
  "lumo_energy_ev": -1.4,
  "total_charge": 0,
  "homo_lumo_gap_ev": 7.875,
  "elements": ["C", "C", "H", "C", "C", "N", "H", "H", "C", "H", "H", "H", "H", "N", "C", "C", "C", "N", "H", "H", "O", "H", "N", "C", "C", "C", "H", "C", "H", "H", "H", "C", "C", "H", "H", "C", "H", "H", "H", "H", "H", "O", "H", "O", "H", "N", "H", "N", "C", "H", "C", "C", "H", "C", "F", "H", "H", "H", "O"],
  "coordinates": [[-0.519, 3.587, -1.330], [-1.936, 0.508, 2.716], [-2.691, 4.207, -0.004], [3.898, 3.626, -1.685], [0.937, -4.573, -1.943], [-0.270, -4.008, -2.504], [-1.032, -3.786, -1.880], [0.188, -3.733, -5.816], [4.038, 1.922, 0.732], [4.930, 3.268, -1.714], [3.785, 4.414, -2.429], [1.338, -3.867, -1.213], [-2.792, 2.397, -0.329], [3.668, 3.322, 0.741], [-2.791, -1.529, 0.992], [-0.535, -3.720, -3.809], [-3.131, 1.423, 2.162], [0.626, -3.198, 4.121], [3.441, 3.755, 1.625], [-2.005, 0.453, 3.866], [-1.617, -3.241, -4.122], [0.457, 5.146, -0.687], [-0.827, 3.147, 0.038], [-2.620, 2.956, 1.918], [0.613, -4.045, 2.885], [-1.865, -0.961, 2.105], [1.691, -4.774, -2.702], [0.538, -4.012, -4.822], [-3.577, 1.090, 1.168], [0.771, -5.080, -4.824], [-3.537, 3.628, 2.125], [-2.631, -2.987, 0.421], [3.580, 4.173, -0.320], [-0.953, 1.062, 2.473], [-0.151, -3.639, 4.658], [-2.296, 3.187, 0.340], [3.209, 2.815, -1.933], [0.673, -5.503, -1.438], [4.261, 1.561, -0.270], [-1.859, 3.106, -2.861], [-0.399, 3.823, 0.692], [0.818, -0.765, 4.322], [-1.736, 3.226, 2.587], [3.250, 5.339, -0.142], [4.918, 1.796, 1.366], [-0.921, 2.824, -2.546], [-3.631, -0.905, 0.553], [0.187, 4.690, -1.575], [-0.781, -1.949, 2.650], [3.209, 1.346, 1.148], [-0.601, -3.392, 2.084], [0.311, -1.769, 3.796], [-3.348, -3.364, -0.396], [-1.512, -3.917, 0.956], [-1.316, -5.249, 0.466], [-0.282, 3.081, -3.313], [-3.989, 1.493, 2.929], [1.435, -3.431, -4.596], [1.383, -4.975, 2.569]]
}

***

{
  "formula": "C19H29FNO14P",
  "method": "the ωB97M-V functional and the def2-TZVPD basis",
  "smiles": "CCOP(=O)(CCCC1=C(C(=O)NC(=O)F)C(=O)OC1=O)OCC.COC(=O)OC.COC(=O)OC",
  "lumo_energy_ev": -1.5,
  "total_charge": 0,
  "homo_lumo_gap_ev": 8.884,
  "elements": ["C", "O", "C", "H", "H", "H", "H", "H", "H", "H", "H", "O", "H", "O", "H", "F", "O", "H", "H", "H", "H", "C", "O", "H", "C", "O", "P", "O", "H", "O", "O", "C", "C", "H", "C", "H", "H", "C", "C", "H", "H", "H", "O", "H", "O", "H", "C", "C", "C", "C", "O", "O", "H", "O", "C", "C", "H", "N", "H", "C", "H", "C", "C", "H", "C"],
  "coordinates": [[-0.739, -0.278, 0.328], [-0.735, 2.015, -0.404], [-2.373, -1.494, -6.965], [6.291, 0.888, 2.640], [-4.828, 7.848, 0.202], [-1.720, -2.208, -7.458], [-3.030, 0.822, -2.748], [-2.882, -0.518, -1.601], [2.546, -0.104, -1.007], [5.946, -5.187, 1.081], [-4.314, -0.411, -2.641], [-2.510, 5.512, 2.170], [3.603, -0.505, 2.774], [4.616, -1.789, -1.082], [-3.409, -1.729, -7.199], [-2.045, -4.866, 0.629], [-3.667, -0.017, -5.185], [3.864, 0.960, 1.798], [-0.676, -1.710, -1.249], [5.048, -3.109, 2.323], [0.229, -0.213, -1.522], [-2.858, -0.816, -4.801], [-0.741, -2.813, 2.455], [2.153, 0.038, 0.716], [5.434, 0.483, 3.174], [3.480, -2.883, 0.937], [3.950, -1.548, 0.204], [-1.402, 1.497, 1.696], [4.883, -4.679, -0.272], [-3.130, 7.394, 1.314], [-3.433, -4.719, 2.323], [5.447, -4.352, 0.596], [-3.241, -0.233, -2.588], [-1.914, 3.752, 2.996], [-0.920, 1.211, 0.448], [5.788, -0.401, 3.702], [-3.282, 7.955, -0.683], [4.341, 0.072, 2.212], [-1.541, -2.213, 1.788], [-2.131, -0.488, -7.301], [3.958, -4.460, 2.112], [1.030, -2.086, 0.745], [-2.533, -1.044, -3.524], [6.201, -3.640, 0.269], [-2.625, 0.273, 3.167], [-2.795, -2.546, 0.315], [1.241, -1.657, -0.230], [-2.441, 4.082, 2.107], [4.497, -3.681, 1.578], [-0.027, -0.970, -0.783], [-3.631, 5.488, 0.210], [-2.130, -1.629, -5.562], [-3.697, 9.175, 0.538], [4.925, -0.737, 1.175], [-3.138, 6.072, 1.140], [-2.790, -4.193, 1.504], [-3.443, 3.656, 2.105], [-2.740, -2.780, 1.306], [-1.897, 3.776, 1.223], [-1.358, -0.785, 1.398], [5.067, 1.223, 3.879], [2.396, -0.661, -0.086], [-1.901, 0.311, 2.237], [1.512, -2.474, -0.895], [-3.778, 8.125, 0.271]]
}